This record from the OMol25 dataset describes C6H18GeNO10P2SeTi as an isolated structure in a non-equilibrium geometry. The level of theory is wB97M-V/def2-TZVPD.

Results
LUMO energy	2.4	eV
highest occupied orbital energy	-5.4	eV
orbital gap	7.8	eV
total charge	-1
multiplicity	1
total energy	-192039.140	eV

Each line ends with the Löwdin charge.
Atoms and positions in Å:
Ti  -0.564  0.203  0.427  0.686
N  1.596  1.263  2.317  0.110
C  0.082  1.333  2.244  -0.488
C  -0.510  1.456  3.628  -0.108
P  -0.342  2.694  1.135  0.369
O  1.074  3.566  1.072  -0.177
O  -1.450  3.601  1.468  -0.267
O  -0.401  1.943  -0.229  -0.336
P  0.559  -1.698  1.468  0.582
O  1.864  -1.551  2.561  -0.288
O  0.772  -3.014  0.801  -0.422
O  1.117  -0.458  0.386  -0.573
H  2.033  2.179  2.383  0.125
H  1.868  0.720  1.436  0.113
H  1.875  0.646  3.077  0.121
H  -0.013  2.227  4.229  0.075
H  -0.454  0.502  4.162  0.075
H  -1.560  1.733  3.536  0.076
H  0.791  4.491  1.004  0.071
H  2.323  -2.400  2.455  0.040
O  -4.320  -0.913  0.063  -0.397
Se  -3.262  0.270  -0.019  0.911
O  -2.106  -0.150  -1.302  -0.388
O  -2.249  0.241  1.282  -0.463
O  -3.883  1.684  -0.347  -0.376
C  1.700  -2.544  -2.050  -0.216
Ge  0.134  -1.361  -2.241  0.842
C  -0.764  -1.878  -3.946  -0.217
C  0.877  0.440  -2.620  -0.207
C  -1.238  -1.239  -0.818  -0.446
H  2.284  -2.485  -2.972  0.014
H  1.412  -3.577  -1.864  0.014
H  2.295  -2.205  -1.208  0.002
H  -0.078  -1.724  -4.780  0.007
H  -1.653  -1.265  -4.105  0.011
H  -1.063  -2.927  -3.935  0.009
H  1.519  0.387  -3.500  0.018
H  1.467  0.790  -1.778  0.002
H  0.082  1.162  -2.808  0.022
H  -1.815  -2.138  -0.613  0.072


This record from the OMol25 dataset describes the molecule C7H12O in a non-equilibrium geometry. The level of theory is wB97M-V/def2-TZVPD.

Results
LUMO energy	0.7	eV
highest occupied orbital energy	-9.1	eV
orbital gap	9.8	eV
SMILES string	C=CC(=C)CCCO
multiplicity	1
total energy	-9497.561	eV

Each line ends with the Löwdin charge.
Atoms and positions in Å:
C  -0.298  -2.173  -0.434  0.022
C  0.692  -1.289  -0.596  -0.153
C  0.517  -0.045  -1.397  -0.333
C  1.199  0.239  -2.495  0.031
C  -0.460  0.943  -0.739  -0.171
C  -1.041  0.503  0.552  -0.250
C  -0.103  0.250  1.702  -0.296
O  -0.140  1.328  2.655  -0.151
H  -0.315  -3.048  0.193  0.063
H  -1.198  -1.993  -0.911  0.043
H  1.659  -1.303  -0.089  0.114
H  1.303  1.143  -3.014  0.036
H  1.642  -0.537  -3.193  0.085
H  -1.366  0.894  -1.502  0.164
H  0.156  1.835  -0.702  0.123
H  -1.888  -0.215  0.507  0.115
H  -1.611  1.454  0.880  0.139
H  0.988  0.242  1.422  0.130
H  -0.387  -0.647  2.200  0.099
H  -0.900  0.990  3.411  0.193


This record from the OMol25 dataset describes the molecule C5H8N2. The level of theory is wB97M-V/def2-TZVPD.

Results
LUMO energy (alpha / beta)	0.5 / 0.5	eV
highest occupied orbital energy (alpha / beta)	-6.0 / -6.0	eV
orbital gap (alpha / beta)	6.5 / 6.5	eV
multiplicity	1
total energy	-8291.877	eV

Each line ends with the Löwdin charge.
Atoms and positions in Å:
C  -1.059  0.963  -1.414  -0.144
N  -0.387  -0.011  -0.566  -0.166
C  -1.243  -0.870  0.244  -0.142
C  -0.385  -1.252  1.410  -0.025
C  0.827  -0.694  1.256  0.002
C  0.787  0.092  0.020  -0.333
N  1.774  0.867  -0.475  0.171
H  -0.708  1.958  -1.106  -0.018
H  -0.881  0.759  -2.470  -0.024
H  -2.088  -0.197  0.407  0.121
H  -1.609  -1.740  -0.320  0.138
H  -0.694  -1.916  2.211  0.109
H  1.684  -0.763  1.919  0.109
H  1.462  1.477  -1.226  0.095
H  2.469  1.228  0.159  0.108


This record from the OMol25 dataset describes the molecule C4H4O4 in a non-equilibrium geometry. The level of theory is wB97M-V/def2-TZVPD.

Results
LUMO energy	0.4	eV
highest occupied orbital energy	-9.0	eV
orbital gap	9.3	eV
SMILES string	Cc1oc(=O)oc1O
multiplicity	1
total energy	-12401.526	eV

Each line ends with the Löwdin charge.
Atoms and positions in Å:
C  -0.324  1.638  0.800  -0.016
C  -0.173  0.403  -0.070  -0.149
O  -1.420  -0.172  -0.478  0.098
C  -1.111  -1.512  -0.761  -0.489
O  -1.915  -2.369  -0.974  0.162
O  0.238  -1.725  -0.827  0.146
C  0.864  -0.530  -0.420  -0.237
O  2.229  -0.552  -0.438  0.108
H  0.689  2.155  0.784  0.106
H  -0.600  1.509  1.842  0.080
H  -0.963  2.379  0.345  0.073
H  2.485  -1.224  0.195  0.118